[1]
This record from the OMol25 dataset describes a structure of composition C4H7MgO at a distorted geometry. The level of theory is wB97M-V/def2-TZVPD.

The geometry in ORCA input format:
```
! wB97M-V def2-TZVPD RIJCOSX def2/J DEFGRID3
* xyz 1 1
C -0.89842 -0.46008 0.11910
C 0.38295 -0.16280 0.80939
C 1.50400 -0.71073 0.23994
O 2.66723 -0.04030 0.18640
Mg 3.14596 1.72333 0.18138
H -1.62810 -0.80081 0.87281
H 0.43635 0.43589 1.72360
H -0.40904 -1.26844 -0.64323
C -1.56408 0.57855 -0.76674
H -2.61411 0.30580 -0.94390
H -1.08319 0.63119 -1.75415
H -1.57563 1.56949 -0.29010
H 1.63607 -1.80110 0.26552
*
```

Values from the calculation:
ΔE to the lowest compared entry with this formula, charge and spin = 0.0 kcal/mol
E = -431.57200 Eh
Kohn-Sham gap (alpha / beta) = 4.538 / 4.531 eV

---

[2]
This record from the OMol25 dataset describes an isolated molecule of C3H5N5 at a distorted geometry. The level of theory is wB97M-V/def2-TZVPD.

The geometry in ORCA input format:
```
! wB97M-V def2-TZVPD RIJCOSX def2/J DEFGRID3
* xyz 0 1
H 0.35727 3.69910 -0.21803
N 0.20677 2.95631 0.55681
C 0.16891 1.72149 0.31220
C 0.07626 0.56532 1.30577
C -0.04058 -0.66474 0.92287
N -0.09064 -1.02598 -0.40929
N -0.24884 -2.39233 -0.93696
N 0.21498 -0.19192 -1.31802
N 0.58222 1.03747 -0.99735
H 0.00769 0.72664 2.44559
H -0.17972 -1.56513 1.46806
H -1.35440 -2.37656 -1.11058
H 0.30009 -2.48965 -2.02106
*
```

Values from the calculation:
SMILES = [H]/N=c1/ccn(N)nn1
ΔE to the lowest compared entry with this formula, charge and spin = 128.6 kcal/mol
E = -390.91350 Eh
Kohn-Sham gap = 9.226 eV

---

[3]
This record from the OMol25 dataset describes an isolated molecule of C6H10. The level of theory is wB97M-V/def2-TZVPD.

The geometry in ORCA input format:
```
! wB97M-V def2-TZVPD RIJCOSX def2/J DEFGRID3
* xyz 0 1
C 1.76600 0.11845 -0.73335
C 1.86349 -0.01701 0.75365
C 0.60501 0.48669 0.13142
C -0.58415 -0.41364 0.09674
C -1.89887 0.00152 0.66763
C -1.70710 -0.13939 -0.83488
H 1.59087 -0.80382 -1.28672
H 2.33701 0.89912 -1.22983
H 1.81874 -1.01650 1.16868
H 2.49639 0.68226 1.28407
H 0.39245 1.54332 0.24653
H -0.36781 -1.47356 0.20518
H -2.48420 -0.69883 1.25813
H -1.97447 1.02058 1.02541
H -2.15459 -0.97790 -1.35431
H -1.69877 0.78872 -1.39834
*
```

Values from the calculation:
SMILES = C1CC1C1CC1
ΔE to the lowest compared entry with this formula, charge and spin = 32.6 kcal/mol
E = -234.55058 Eh
Kohn-Sham gap = 10.887 eV

---

[4]
This record from the OMol25 dataset describes a structure of composition C33H29CoN4O3SSb. The level of theory is wB97M-V/def2-TZVPD.

The geometry in ORCA input format:
```
! wB97M-V def2-TZVPD RIJCOSX def2/J DEFGRID3
* xyz 1 5
Co -0.63207 0.41500 -0.97512
C -2.79348 0.69079 -3.64564
C -2.01290 -0.57913 -3.65697
C -2.21096 -1.52398 -4.66373
C -1.49085 -2.69782 -4.66264
C -0.57056 -2.90741 -3.64441
C -0.40552 -1.93014 -2.68146
N -1.11514 -0.78793 -2.67861
Sb 1.13365 -2.37359 -1.23657
C -0.95617 -2.81977 0.12421
C -1.14515 -3.93807 0.90036
C -2.32933 -3.93788 1.63014
C -3.20779 -2.87370 1.51773
C -2.90474 -1.79714 0.69116
C -3.83570 -0.64346 0.50832
N -1.73584 -1.79642 0.01475
C 2.23206 -0.69901 -2.15335
C 3.51359 -0.76061 -2.65227
C 4.06317 0.39649 -3.19544
C 3.30601 1.54721 -3.22321
C 2.01030 1.53844 -2.70040
C 1.16810 2.77580 -2.70719
N 1.49574 0.42316 -2.16713
H -3.47491 0.74348 -4.49107
H -3.37483 0.77937 -2.72754
H -2.13069 1.55305 -3.69008
H -2.93783 -1.31641 -5.43632
H -1.63986 -3.44137 -5.43484
H 0.00659 -3.82446 -3.60167
H -0.43018 -4.74609 0.94406
H -2.56061 -4.77265 2.27966
H -4.13551 -2.86856 2.07303
H -4.68272 -0.71232 1.18685
H -3.32633 0.30723 0.66949
H -4.21631 -0.62777 -0.51544
H 4.07720 -1.68359 -2.61616
H 5.07024 0.38851 -3.59216
H 3.70026 2.46073 -3.64655
H 1.59107 3.53433 -3.36200
H 0.15273 2.55415 -3.03580
H 1.09771 3.19277 -1.70029
O -0.02052 1.23425 1.05303
C 0.87853 0.55314 1.95404
C 1.32899 -0.69382 1.18341
O 2.11838 -1.50673 1.57484
O 0.72119 -0.79134 0.00743
C 0.13136 0.06598 3.19047
C -1.24862 0.19544 3.28371
C -1.92064 -0.28849 4.40112
C -1.21837 -0.91011 5.42013
C 0.16172 -1.04373 5.32514
C 0.83592 -0.55811 4.21705
C 2.06189 1.46428 2.22338
C 3.09796 1.54856 1.29695
C 4.11929 2.46764 1.47437
C 4.10761 3.31443 2.57524
C 3.07390 3.23935 3.49603
C 2.05171 2.31583 3.32246
H -0.14595 2.14816 1.34356
H -1.80356 0.68555 2.49493
H -2.99412 -0.16920 4.47356
H -1.74078 -1.28319 6.29125
H 0.71506 -1.52458 6.12098
H 1.91076 -0.66406 4.14424
H 3.11750 0.89406 0.43099
H 4.92764 2.52113 0.75688
H 4.90661 4.03032 2.71588
H 3.06260 3.89729 4.35471
H 1.25127 2.25143 4.04893
S -1.85777 2.43364 -0.64168
C -2.70258 3.19754 -1.87046
N -3.28939 3.73412 -2.70828
*
```

Values from the calculation:
<S²> = 6.024
E = -3740.65626 Eh
Kohn-Sham gap (alpha / beta) = 8.331 / 6.067 eV

---

[5]
This record from the OMol25 dataset describes a structure of composition C9H16Al2BeBr3F4N2O13S3 at a distorted geometry. The level of theory is wB97M-V/def2-TZVPD.

The geometry in ORCA input format:
```
! wB97M-V def2-TZVPD RIJCOSX def2/J DEFGRID3
* xyz 1 1
C -5.84197 2.87323 -2.86488
S -5.72720 1.14991 -3.64884
O -4.71313 1.17541 -4.70985
O -7.05750 0.85758 -4.09664
S -5.11143 -0.40719 -2.23517
O -5.18284 0.25478 -0.88575
O -6.16654 -1.50932 -2.32749
N -3.55165 -0.94119 -2.54623
S -2.97784 -1.85724 -1.15327
O -4.14684 -2.41847 -0.44258
O -2.14273 -2.89650 -1.67116
C -1.96823 -0.72317 -0.16316
C -1.35705 -1.33708 1.12600
O -0.68237 -2.56283 0.88862
C -2.38642 -1.55437 2.31204
F -3.66417 -1.11737 2.05218
F -1.96417 -0.84198 3.40616
F -2.35453 -2.87808 2.69375
H -4.80801 3.38804 -2.74413
H -6.41281 3.54797 -3.56837
H -6.42565 2.86789 -1.90889
H -1.10147 -0.42983 -0.81902
H -2.47847 0.22744 0.12142
H -0.58032 -0.60273 1.49553
H 0.05642 -2.54781 1.53123
Be -1.24399 2.03587 -1.23428
C 1.77395 2.04477 2.62994
C 1.68087 0.51495 2.55224
O 2.19210 -0.09730 3.49653
O 1.09171 0.06488 1.53002
H 2.29195 2.36455 3.53264
H 2.31896 2.42213 1.76393
H 0.76945 2.47382 2.63476
Al -3.59117 2.29385 -2.97572
C 4.50243 -1.44775 -0.24181
N 4.69501 -0.03505 0.15822
O 3.78271 0.51426 0.73900
O 5.76356 0.47657 -0.13030
H 3.51391 -1.76889 0.07587
H 4.59688 -1.49199 -1.33102
H 5.27549 -2.03661 0.24604
C 8.32664 1.79021 0.81096
C 9.31182 3.01722 0.80310
O 8.77757 4.08367 0.51566
O 10.46691 2.71551 1.08692
H 7.31582 2.09975 0.55495
H 8.66320 1.05112 0.08409
H 8.31685 1.34081 1.80374
F 5.27478 -1.27379 -3.14866
Br -2.61972 -4.36236 4.36118
Al -6.28379 -1.63635 0.03844
Br -3.45405 -6.32490 3.57740
Br -4.76294 -2.54604 -3.77532
*
```

Values from the calculation:
E = -11254.61137 Eh
Kohn-Sham gap = 1.661 eV

---

[6]
This record from the OMol25 dataset describes a structure of composition C10H13AuClI2N2OP at a distorted geometry. The level of theory is wB97M-V/def2-TZVPD.

The geometry in ORCA input format:
```
! wB97M-V def2-TZVPD RIJCOSX def2/J DEFGRID3
* xyz 2 3
I 3.34673 2.55433 -2.20272
I 1.83801 -2.24424 -1.49431
Au 0.70508 -0.09822 -0.40637
P -0.64956 -0.00894 -2.47943
C 0.44243 0.03055 -3.93650
C -1.70283 -1.45344 -2.89342
H -2.48817 1.49908 -2.04215
H -2.13954 1.41131 -3.79667
H -1.07458 2.34548 -2.72659
C -1.68675 1.45508 -2.79818
H -2.51817 -1.52326 -2.16532
H -2.13503 -1.33986 -3.90160
H -0.17481 0.02631 -4.83004
H 1.10715 -0.83832 -3.90988
H -1.10417 -2.35319 -2.86170
H 1.06924 0.93921 -3.89254
C 2.63216 -0.14345 0.22207
O 3.63003 0.09417 0.74421
Cl -1.71572 -0.12880 0.04734
N -0.09574 0.02413 7.60654
C 0.05643 0.01637 6.44412
C 0.26220 -0.01798 5.01528
C 0.34891 -1.21536 4.31272
C 0.51233 -1.18818 2.91533
N 0.64256 -0.06884 2.27911
C 0.50825 1.12613 2.88830
C 0.36615 1.20483 4.28156
H 0.30390 -2.20956 4.83082
H 0.51250 -2.09160 2.27614
H 0.51428 1.98780 2.21914
H 0.31961 2.18207 4.75014
*
```

Values from the calculation:
<S²> = 2.082
ΔE to the lowest compared entry with this formula, charge and spin = 46.0 kcal/mol
E = -2105.48993 Eh
Kohn-Sham gap (alpha / beta) = 5.339 / 5.134 eV

---

[7]
This record from the OMol25 dataset describes an isolated molecule of C10H13ClINO at a distorted geometry. The level of theory is wB97M-V/def2-TZVPD.

The geometry in ORCA input format:
```
! wB97M-V def2-TZVPD RIJCOSX def2/J DEFGRID3
* xyz 0 1
C 2.49120 0.12015 -0.59636
C 1.93540 -0.27941 0.56357
C 1.97117 -1.71665 0.94743
C 0.59197 -2.27685 1.34631
C -0.40648 -2.00401 0.54468
Cl -2.02524 -2.64176 1.00931
N -0.16864 -1.52046 -0.72595
C -0.60698 -1.34882 -1.86194
I -2.56888 -1.69512 -2.79171
O 1.27261 0.40147 1.51376
C 0.61152 1.67914 1.34515
C -0.73648 1.46476 0.75098
C -1.29988 2.12848 -0.32358
C -2.62446 1.79999 -1.00200
H 2.85586 -0.64094 -1.25021
H 2.44265 1.22406 -0.80050
H 2.72791 -1.86707 1.68085
H 2.22633 -2.25338 0.01600
H 0.38530 -2.90823 2.25685
H -0.00630 -1.18615 -2.75611
H 0.47134 2.13104 2.34930
H 1.32333 2.35986 0.74195
H -1.23714 0.64670 1.19144
H -0.70057 2.91846 -0.80161
H -3.04994 2.84637 -1.06462
H -2.68195 1.40142 -1.98999
H -3.19367 1.21697 -0.29300
*
```

Values from the calculation:
SMILES = C=C(C/C=C(Cl)\N=C/I)OC/C=C/C
E = -1276.58515 Eh
Kohn-Sham gap = 8.600 eV

---

[8]
This record from the OMol25 dataset describes an isolated molecule of C3H6N4S at a distorted geometry. The level of theory is wB97M-V/def2-TZVPD.

The geometry in ORCA input format:
```
! wB97M-V def2-TZVPD RIJCOSX def2/J DEFGRID3
* xyz 0 1
H -1.72685 2.76858 2.10369
N -2.12468 2.19342 1.15056
C -1.03117 1.41884 1.10096
N -0.89173 0.56826 0.00138
C 0.01282 -0.30488 -0.00837
N 0.69429 -0.59442 1.06289
H 1.41075 -1.24866 1.03195
C 0.48665 -0.72726 -1.36278
N 1.14129 -1.93834 -1.14675
S 0.51412 0.24712 -2.56735
H -0.11144 1.57020 1.86363
H -1.15879 1.08754 -0.90595
H 1.28739 -2.48652 -0.32070
H 1.49736 -2.55386 -2.00314
*
```

Values from the calculation:
SMILES = [H]/N=C/N/C(=N/[H])C(N)=S
ΔE to the lowest compared entry with this formula, charge and spin = 69.8 kcal/mol
E = -735.03457 Eh
Kohn-Sham gap = 8.800 eV

---

[9]
This record from the OMol25 dataset describes a cluster of 2 separate species, C5H6N2 in total at a distorted geometry. The level of theory is wB97M-V/def2-TZVPD.

The geometry in ORCA input format:
```
! wB97M-V def2-TZVPD RIJCOSX def2/J DEFGRID3
* xyz 0 1
C 0.22937 -1.08740 0.93231
C 1.12097 -1.05144 -0.03573
C 1.04764 0.25029 -0.84277
C 0.04175 1.01503 0.01752
C -0.33769 0.26916 1.10422
H -0.17243 -1.89617 1.53352
H 1.68156 -2.09254 -0.25083
H 2.10705 0.78411 -0.67886
H 0.62551 -0.00529 -1.82724
H -0.15948 2.01261 -0.17201
H -1.07130 0.61437 1.77622
N -3.03881 0.66447 -0.52710
N -2.07414 0.52279 -1.02926
*
```

Values from the calculation:
SMILES = C1=CCC=C1.N#N
ΔE to the lowest compared entry with this formula, charge and spin = 33.0 kcal/mol
E = -303.58350 Eh
Kohn-Sham gap = 9.483 eV

---

[10]
This record from the OMol25 dataset describes an isolated molecule of C4H8N4 at a distorted geometry. The level of theory is wB97M-V/def2-TZVPD.

The geometry in ORCA input format:
```
! wB97M-V def2-TZVPD RIJCOSX def2/J DEFGRID3
* xyz 0 1
H -2.13469 -0.67971 0.98204
N -2.61633 0.17845 0.66767
C -1.75520 0.95167 0.09324
C -0.29671 0.68313 -0.15440
N 0.50508 1.80094 -0.38644
C 0.16860 -0.59801 -0.19050
N -0.63537 -1.71657 -0.07255
N 1.50499 -0.80693 -0.45201
C 2.28240 -0.61758 0.56405
H -2.10643 1.93860 -0.25309
H 1.34868 1.51331 -0.88582
H 0.01533 2.54527 -0.87430
H -0.10129 -2.51722 -0.40685
H -1.47873 -1.61295 -0.63896
H 1.93214 -0.29599 1.56146
H 3.36753 -0.76642 0.44646
*
```

Values from the calculation:
SMILES = [H]/N=C\C(N)=C(/N)N=C
ΔE to the lowest compared entry with this formula, charge and spin = 43.2 kcal/mol
E = -376.17958 Eh
Kohn-Sham gap = 7.908 eV

---

[11]
This record from the OMol25 dataset describes a structure of composition C14H23CuN2PS at a distorted geometry. The level of theory is wB97M-V/def2-TZVPD.

The geometry in ORCA input format:
```
! wB97M-V def2-TZVPD RIJCOSX def2/J DEFGRID3
* xyz 0 2
C -1.80511 0.00904 -2.57009
C -1.76634 -1.15951 -1.81404
C -1.36389 -1.11543 -0.46355
C -1.16802 0.12104 0.14676
C -1.18763 1.29546 -0.60504
C -1.51570 1.23291 -1.97142
C -1.15040 -2.40216 0.27450
C -0.45521 -3.48738 -0.58259
N 0.76449 -3.07965 -1.21862
Cu -0.99798 0.27956 2.03898
C -0.89954 2.65387 0.01612
P 0.54957 2.79933 1.11067
H -2.04637 -2.11511 -2.26520
H -1.53503 2.15559 -2.55425
H -2.05574 -0.03925 -3.63048
H -1.74571 2.98438 0.64278
H -0.75607 3.40327 -0.77640
H -0.58220 -2.23921 1.19838
H -2.12117 -2.82453 0.57514
H -0.19615 -4.33128 0.08391
C 1.19626 4.46704 0.97754
C 1.81730 1.63600 0.61207
H -1.12806 -3.86071 -1.36620
C 0.92280 -3.11499 -2.63684
C 1.81121 -2.49106 -0.44344
H 0.25338 2.64098 2.54344
H 1.96954 -3.35606 -2.87886
H 0.24597 -3.87039 -3.06141
H 0.68913 -2.13917 -3.10337
H 2.78015 -2.79406 -0.87049
H 1.78072 -1.38442 -0.45292
H 1.73198 -2.83287 0.59939
H 2.08892 1.79818 -0.44092
H 2.70405 1.76853 1.24829
H 1.45658 0.60633 0.72748
H 1.05790 4.84823 -0.04385
H 0.66148 5.11376 1.68566
H 2.26369 4.46594 1.23480
H -0.07202 2.03413 3.19798
S -0.93197 0.39399 6.33140
C -0.71184 0.81268 4.84271
N -0.55299 1.11702 3.66197
*
```

Values from the calculation:
<S²> = 0.763
ΔE to the lowest compared entry with this formula, charge and spin = 0.0 kcal/mol
E = -3036.60675 Eh
Kohn-Sham gap (alpha / beta) = 5.195 / 7.717 eV

---

[12]
This record from the OMol25 dataset describes a structure of composition C29H23AuN2O4PS2. The level of theory is wB97M-V/def2-TZVPD.

The geometry in ORCA input format:
```
! wB97M-V def2-TZVPD RIJCOSX def2/J DEFGRID3
* xyz 1 3
Au 0.51778 -0.23048 -0.85983
O 4.38234 0.23802 -0.37711
C 3.39141 -0.33524 0.02490
O 2.54862 -0.94961 -0.77325
C 3.13354 -0.42283 1.51962
C 4.19096 -0.06665 2.34963
C 4.07623 -0.14169 3.72826
C 2.88769 -0.56273 4.30541
C 1.81815 -0.90755 3.49557
C 1.93477 -0.84884 2.10647
P 0.49392 -1.34993 1.14625
C -0.96860 -0.87298 2.08668
C -1.19604 0.49324 2.27181
C -2.32812 0.92134 2.93931
C -3.24432 -0.01030 3.41778
C -3.02244 -1.36525 3.23401
C -1.88390 -1.80189 2.56718
C 0.50111 -3.13318 0.94957
C 1.43855 -3.93090 1.59722
C 1.41169 -5.30593 1.41263
C 0.45683 -5.87919 0.58693
C -0.47570 -5.08218 -0.06669
C -0.45133 -3.70975 0.10761
H 5.10708 0.26832 1.88399
H 4.91596 0.13248 4.35276
H 2.78786 -0.61852 5.38099
H 0.88388 -1.21778 3.94745
H -0.48252 1.21949 1.89648
H -2.50199 1.97905 3.08569
H -4.13213 0.32528 3.93727
H -3.73230 -2.08880 3.61171
H -1.71174 -2.86158 2.43000
H 2.18814 -3.48427 2.23752
H 2.14120 -5.92825 1.91295
H 0.44107 -6.95158 0.44515
H -1.21449 -5.53121 -0.71662
H -1.17173 -3.08505 -0.40994
O -2.00225 4.12424 -3.31822
C -2.93137 3.61831 -2.49804
C -4.08850 4.38550 -2.33486
C -5.10062 3.95614 -1.51102
C -5.00170 2.74397 -0.81432
C -3.87584 1.98132 -0.96572
C -2.81721 2.39067 -1.80644
C -1.66852 1.50777 -1.87756
O -1.62627 0.42422 -1.27448
N -0.60052 1.93752 -2.68534
N 0.45677 1.16709 -2.60583
C 1.46068 1.50925 -3.42432
S 2.91376 0.62984 -3.36568
C 3.58347 1.38993 -4.87390
C 3.08924 2.81904 -4.94035
S 1.31947 2.81619 -4.53274
H -1.24264 3.51592 -3.35447
H -4.15527 5.31902 -2.87598
H -5.98704 4.56729 -1.40061
H -5.80481 2.41615 -0.16995
H -3.76746 1.04211 -0.44090
H 3.24516 0.80102 -5.72628
H 4.66882 1.33882 -4.80791
H 3.20038 3.23770 -5.93891
H 3.60085 3.45788 -4.22150
*
```

Values from the calculation:
<S²> = 2.018
ΔE to the lowest compared entry with this formula, charge and spin = 0.6 kcal/mol
E = -2802.56058 Eh
Kohn-Sham gap (alpha / beta) = 7.353 / 5.711 eV